(1)
Entry from the Open Molecules 2025 dataset: a structure of composition C37H51N2P2Rb in a non-equilibrium geometry (ωB97M-V/def2-TZVPD).

Atoms and positions in Å:
Rb (0.00391, 0.37022, -0.26371)
C (-0.44427, 4.83819, 3.66324)
C (-0.92248, 3.41704, 3.38896)
C (-0.58322, 2.49321, 4.56362)
P (-0.26084, 2.62265, 1.82650)
C (-0.46600, 4.00749, 0.57576)
C (0.22586, 3.61972, -0.73497)
C (-1.95610, 4.24350, 0.33512)
C (1.53800, 2.65492, 2.12098)
C (2.38726, 3.73566, 1.90318)
C (3.74446, 3.64833, 2.16943)
C (4.26028, 2.45077, 2.66258)
C (3.44441, 1.36183, 2.88363)
C (2.05369, 1.42369, 2.61870)
N (1.19927, 0.37741, 2.71104)
C (1.34145, -0.61060, 3.62604)
C (1.91606, -0.43569, 4.91108)
C (1.98184, -1.47177, 5.81557)
C (1.49848, -2.73996, 5.49171)
C (0.91470, -2.93545, 4.25221)
C (0.81112, -1.89706, 3.32959)
P (0.06734, -2.04352, 1.68308)
C (0.72757, -3.69336, 1.10815)
C (0.03681, -4.12387, -0.18402)
C (2.23220, -3.51198, 0.88120)
C (-1.73609, -2.39815, 2.07036)
C (-2.06144, -3.67971, 2.83042)
C (-2.26739, -1.17970, 2.83410)
H (-0.78515, 5.15126, 4.65348)
H (-0.83799, 5.55302, 2.93812)
H (0.64604, 4.88880, 3.65340)
H (-2.01118, 3.42455, 3.26551)
H (0.49337, 2.49750, 4.74443)
H (-0.87813, 1.46354, 4.35555)
H (-1.08616, 2.82800, 5.47370)
H (-0.01529, 4.92997, 0.95006)
H (-0.26686, 2.75102, -1.18377)
H (1.28210, 3.39458, -0.57054)
H (0.16180, 4.43532, -1.45930)
H (-2.45648, 3.31902, 0.03238)
H (-2.10905, 4.98382, -0.45452)
H (-2.45577, 4.60649, 1.23562)
H (1.99298, 4.67120, 1.52180)
H (4.38826, 4.50256, 2.00291)
H (5.32195, 2.37489, 2.86897)
H (3.86718, 0.43499, 3.25147)
H (2.29647, 0.54137, 5.18324)
H (2.41385, -1.29929, 6.79470)
H (1.57694, -3.55462, 6.20007)
H (0.55084, -3.92507, 4.00138)
H (0.57260, -4.45924, 1.87211)
H (0.08362, -3.31977, -0.92645)
H (-1.01354, -4.37290, -0.01768)
H (0.53271, -5.00036, -0.60810)
H (2.40862, -2.77017, 0.09581)
H (2.70059, -4.45054, 0.57586)
H (2.71963, -3.15953, 1.79074)
H (-2.22241, -2.44064, 1.08670)
H (-1.66268, -3.63129, 3.84394)
H (-1.65810, -4.56844, 2.34122)
H (-3.14628, -3.79898, 2.90084)
H (-1.77324, -1.11393, 3.80577)
H (-3.34414, -1.27156, 3.00869)
H (-2.07061, -0.24677, 2.29954)
C (3.19373, 0.05821, -2.91157)
C (1.74097, -0.09129, -3.27905)
C (1.14273, -1.35018, -3.31355)
C (-0.19701, -1.49400, -3.64686)
C (-0.96208, -0.37660, -3.95517)
C (-0.37809, 0.88239, -3.93366)
C (0.96375, 1.01991, -3.60085)
H (3.32501, 0.04613, -1.82641)
H (3.59865, 0.99736, -3.28563)
H (3.78480, -0.75975, -3.32258)
H (1.74301, -2.23177, -3.11817)
H (-0.63751, -2.48204, -3.69434)
H (-1.99790, -0.49290, -4.24792)
H (-0.95951, 1.75670, -4.19867)
H (1.42313, 2.00163, -3.62717)
N (-3.65549, -0.10334, -0.11389)
C (-4.15498, 1.01809, -0.78257)
C (-3.89488, 1.19971, -2.14159)
C (-4.32586, 2.34173, -2.79590)
C (-5.02317, 3.32490, -2.10824)
C (-5.28036, 3.14975, -0.75638)
C (-4.85105, 2.01094, -0.09450)
H (-4.07470, -0.28018, 0.78537)
H (-3.58688, -0.93773, -0.67420)
H (-3.34959, 0.43141, -2.67858)
H (-4.11580, 2.46811, -3.85092)
H (-5.36597, 4.21451, -2.61935)
H (-5.81996, 3.91164, -0.20811)
H (-5.04707, 1.89716, 0.96588)

The spin multiplicity is 1. For the total energy, the calculation gives -2256.81628 hartree. The calculation puts the HOMO-LUMO gap at 0.2109 hartree.

Results of the Löwdin charge analysis, in e, for atoms 1 through 5: 0.634, -0.111, -0.543, -0.121, 0.981



(2)
Entry from the Open Molecules 2025 dataset: a structure of composition C37H51N5O7S2SiTa (ωB97M-V/def2-TZVPD).

Atoms and positions in Å:
Ta (-0.54518, -0.30305, 1.06524)
C (-1.75258, 2.68305, 0.40913)
O (-1.45478, 1.64519, 1.40519)
C (-1.82393, 1.95376, 2.73076)
C (-2.77163, 2.89571, 3.07133)
C (-3.02242, 3.09537, 4.42318)
C (-2.34307, 2.36632, 5.39355)
C (-1.39974, 1.42044, 5.03232)
C (-1.14803, 1.21156, 3.68381)
N (-0.21520, 0.28540, 3.14124)
N (0.71018, -0.06635, 3.96559)
C (1.82795, -0.69488, 3.59204)
C (2.21985, -0.79314, 2.23077)
O (1.33824, -0.44930, 1.30068)
C (3.51186, -1.16561, 1.86871)
C (4.39430, -1.51361, 2.86133)
C (4.05613, -1.49280, 4.23733)
C (5.00047, -1.86451, 5.21650)
C (4.66641, -1.82166, 6.54452)
C (3.38246, -1.40702, 6.92903)
C (2.44078, -1.04119, 5.99281)
C (2.76401, -1.07468, 4.63276)
H (-2.80469, 2.61902, 0.14152)
H (-1.10953, 2.49271, -0.44022)
H (-1.51439, 3.64156, 0.86152)
H (-3.30322, 3.47073, 2.32770)
H (-3.75617, 3.83222, 4.71919)
H (-2.55273, 2.53934, 6.43976)
H (-0.86281, 0.84945, 5.77570)
H (3.78634, -1.17701, 0.82385)
H (5.39806, -1.81919, 2.58930)
H (5.98865, -2.17905, 4.90609)
H (5.38939, -2.10336, 7.29725)
H (3.12802, -1.37370, 7.97996)
H (1.45544, -0.72808, 6.30638)
O (2.66810, 2.99212, 1.81474)
C (1.61233, 2.67903, 1.60398)
C (-0.45162, -2.94959, -1.74484)
C (-0.26564, -3.25711, -0.30686)
N (-0.37694, -2.44228, 0.74744)
C (-0.10272, -3.20451, 1.88981)
C (0.16780, -4.46840, 1.50996)
N (0.06284, -4.47633, 0.13769)
H (-0.97121, -2.00891, -1.89007)
H (-1.02242, -3.74572, -2.22412)
H (0.51579, -2.86654, -2.23799)
H (-0.14665, -2.79055, 2.88446)
H (0.41099, -5.34892, 2.07827)
H (0.20273, -5.28056, -0.45661)
C (-1.68390, 1.12992, -5.23423)
C (-1.96324, 0.34418, -3.96599)
C (-2.82750, 1.13262, -2.99363)
C (-2.60290, -0.99409, -4.29878)
O (-0.68608, 0.02301, -3.34187)
Si (0.24131, 0.57793, -2.16119)
O (-0.60942, 0.21298, -0.67842)
O (1.49412, -0.40620, -1.94116)
C (2.76799, -0.61078, -2.63047)
C (3.23023, -2.00684, -2.24433)
C (2.55680, -0.52107, -4.13213)
C (3.74114, 0.43751, -2.11921)
O (0.46341, 2.15181, -1.97893)
C (0.84934, 3.39791, -2.65705)
C (1.80978, 4.10066, -1.71461)
C (1.50801, 3.09756, -3.99053)
C (-0.41196, 4.22325, -2.85074)
H (-2.61089, 1.29137, -5.78488)
H (-0.99450, 0.58286, -5.87686)
H (-1.25574, 2.10564, -5.00883)
H (-3.78141, 1.37961, -3.45996)
H (-2.34279, 2.06932, -2.71199)
H (-3.02469, 0.54807, -2.09025)
H (-3.55042, -0.84378, -4.81601)
H (-2.79412, -1.56603, -3.38697)
H (-1.94911, -1.57917, -4.94526)
H (2.59604, -2.77029, -2.69653)
H (3.21517, -2.13134, -1.15990)
H (4.24715, -2.17546, -2.59774)
H (1.81802, -1.25270, -4.46146)
H (3.49389, -0.72072, -4.65184)
H (2.21558, 0.47037, -4.43165)
H (3.86419, 0.35100, -1.03773)
H (3.38601, 1.44400, -2.33706)
H (4.71610, 0.31099, -2.58957)
H (2.67539, 3.47354, -1.49980)
H (1.31462, 4.35210, -0.77520)
H (2.16173, 5.02724, -2.16766)
H (2.47288, 2.60786, -3.86401)
H (1.68497, 4.03323, -4.52105)
H (0.87013, 2.47557, -4.62018)
H (-0.92202, 4.39161, -1.90071)
H (-1.10067, 3.74559, -3.54694)
H (-0.15024, 5.19849, -3.26062)
S (-2.71561, -1.02844, 2.23303)
C (-3.82593, -1.77282, 1.15824)
N (-5.02437, -2.10024, 1.57019)
C (-5.86186, -2.86611, 0.63501)
C (-5.33097, -2.52003, -0.75156)
S (-3.55644, -2.15812, -0.49665)
H (-5.30888, -1.94517, 2.52992)
H (-6.90404, -2.57839, 0.75205)
H (-5.75749, -3.92878, 0.85988)
H (-5.79846, -1.63016, -1.16798)
H (-5.43017, -3.34647, -1.44984)

The spin multiplicity is 1. For the total energy, the calculation gives -3383.34993 hartree. As for the charge: +3. The calculation puts the HOMO-LUMO gap at 0.2319 hartree.

Results of the Löwdin charge analysis, in e, for atoms 1 through 5: 1.744, 0.011, -0.330, -0.271, 0.014



(3)
Entry from the Open Molecules 2025 dataset: a structure of composition C37H52BN10NaO2S6 in a non-equilibrium geometry (ωB97M-V/def2-TZVPD).

Atoms and positions in Å:
Na (-0.38183, 0.99238, 2.49003)
C (-4.82074, -2.49271, 0.25292)
C (-3.36720, -2.72175, -0.03031)
C (-2.82704, -4.01733, 0.00153)
C (-1.44284, -4.16506, -0.17161)
N (-0.65122, -3.17175, -0.46841)
N (-1.17692, -1.91718, -0.59104)
B (-0.26829, -0.89069, -1.00239)
N (1.15826, -0.94019, -0.76388)
N (1.87626, -0.51365, -1.84209)
C (3.15706, -0.32130, -1.73922)
C (3.85423, -0.56463, -0.54315)
C (3.15129, -0.99906, 0.56680)
C (3.84747, -1.19730, 1.87656)
C (1.75831, -1.19967, 0.47934)
S (0.84169, -1.64884, 1.82891)
C (3.87934, 0.11950, -3.00640)
C (2.88035, 0.53042, -4.08864)
C (4.79472, 1.31134, -2.70076)
C (4.71975, -1.06149, -3.51544)
N (-0.74691, 0.06621, -2.05487)
N (-1.32214, -0.52920, -3.10349)
C (-1.79492, 0.18673, -4.07818)
C (-1.71847, 1.59755, -4.05643)
C (-1.11406, 2.22251, -3.00670)
C (-1.02508, 3.71053, -2.91281)
C (-0.57722, 1.42341, -1.94881)
S (0.17980, 2.09483, -0.61441)
C (-2.36661, -0.56601, -5.27028)
C (-2.42154, -2.07080, -4.99247)
C (-3.77957, -0.07208, -5.60032)
C (-1.44330, -0.31434, -6.47373)
C (-2.52153, -1.66925, -0.28664)
S (-3.00649, 0.01961, -0.09783)
C (-0.76699, -5.52859, -0.02596)
C (-1.39865, -6.51094, -1.01986)
C (-0.98232, -6.02774, 1.40720)
C (0.73598, -5.43219, -0.30124)
H (-5.31609, -3.43636, 0.48950)
H (-5.31205, -2.03449, -0.60802)
H (-4.92940, -1.80543, 1.09499)
H (-3.47551, -4.85582, 0.22121)
H (4.91693, -0.37471, -0.46328)
H (4.90952, -0.96001, 1.78139)
H (3.73157, -2.22587, 2.22154)
H (3.39909, -0.55749, 2.63838)
H (2.27207, 1.37071, -3.74940)
H (2.20527, -0.29258, -4.32088)
H (3.41912, 0.82301, -4.99498)
H (4.21736, 2.12734, -2.26214)
H (5.26990, 1.67245, -3.61765)
H (5.58500, 1.04171, -1.99930)
H (4.08097, -1.92979, -3.68740)
H (5.48074, -1.33777, -2.78339)
H (5.21745, -0.80022, -4.45464)
H (-2.14556, 2.18908, -4.85794)
H (-1.50916, 4.18726, -3.76732)
H (0.01941, 4.01991, -2.85766)
H (-1.49323, 4.05009, -1.98794)
H (-3.01885, -2.27657, -4.10419)
H (-1.42243, -2.46561, -4.81423)
H (-2.86374, -2.58453, -5.85027)
H (-4.45084, -0.24814, -4.75800)
H (-4.16490, -0.61214, -6.46843)
H (-3.79012, 0.99452, -5.83564)
H (-0.42996, -0.64778, -6.24258)
H (-1.40541, 0.74759, -6.72767)
H (-1.80078, -0.86332, -7.34895)
H (-2.46254, -6.65598, -0.82224)
H (-0.90284, -7.48404, -0.95337)
H (-1.29121, -6.13730, -2.04057)
H (-2.04647, -6.12970, 1.62930)
H (-0.55525, -5.31515, 2.11541)
H (-0.50120, -6.99930, 1.55476)
H (0.91795, -5.05767, -1.30794)
H (1.19965, -6.41820, -0.19328)
H (1.20018, -4.73291, 0.39456)
O (-0.29739, -0.13075, 6.34728)
C (0.63786, 0.56851, 7.00557)
C (0.95908, 0.18867, 8.31228)
C (1.90043, 0.89553, 9.03627)
C (2.55112, 1.98480, 8.46673)
C (2.24945, 2.35432, 7.16681)
C (1.29745, 1.66645, 6.41996)
C (0.94275, 2.08634, 5.02853)
O (-0.00323, 1.47804, 4.40820)
N (1.61331, 3.09212, 4.54705)
N (1.29298, 3.40998, 3.25942)
C (0.98832, 4.60561, 3.02565)
S (0.81674, 5.84358, 4.32611)
C (0.32336, 7.18009, 3.19061)
C (-0.36164, 6.55460, 1.99191)
S (0.73240, 5.22608, 1.40173)
H (-0.39484, 0.32715, 5.46002)
H (0.45837, -0.67398, 8.73447)
H (2.11931, 0.59792, 10.05599)
H (3.28126, 2.54691, 9.03688)
H (2.74214, 3.19287, 6.69435)
H (1.21712, 7.72365, 2.88134)
H (-0.33779, 7.85016, 3.74171)
H (-0.48987, 7.26489, 1.17422)
H (-1.32136, 6.10404, 2.25058)
N (-3.65786, 3.78743, 1.91546)
N (-2.27221, 4.10004, 1.69699)
H (-3.85368, 4.03483, 2.87632)
H (-3.79412, 2.77628, 1.85198)
H (-1.66504, 3.45387, 2.20211)
H (-2.08147, 3.91191, 0.71974)
S (-3.26018, 0.28195, 1.91610)

The spin multiplicity is 1. For the total energy, the calculation gives -4715.57700 hartree. As for the charge: -2. The calculation puts the HOMO-LUMO gap (spin up / spin down) at 0.1492 / 0.1782 hartree.

Results of the Löwdin charge analysis, in e, for atoms 1 through 5: 0.151, -0.087, -0.289, 0.000, -0.254



(4)
Entry from the Open Molecules 2025 dataset: a structure of composition C37H52BN10NaO2S6 (ωB97M-V/def2-TZVPD).

Atoms and positions in Å:
Na (1.64734, -1.85234, -1.90890)
C (-3.50354, -3.93826, -0.66549)
C (-2.93941, -2.58108, -0.34948)
C (-3.73290, -1.44728, -0.57759)
C (-3.11166, -0.20562, -0.43280)
N (-1.88787, 0.00122, -0.01798)
N (-1.09849, -1.13346, 0.31168)
B (0.14494, -0.87672, 0.88776)
N (0.72919, -1.80176, 1.98278)
N (-0.07230, -1.56889, 3.05140)
C (0.17315, -2.10929, 4.19492)
C (1.33229, -2.91365, 4.38473)
C (2.14107, -3.17547, 3.33886)
C (3.34846, -4.04220, 3.50252)
C (1.80614, -2.65365, 2.01821)
S (2.65265, -3.17497, 0.69274)
C (-0.81669, -1.86004, 5.32417)
C (-2.00917, -1.04732, 4.82491)
C (-1.31817, -3.21284, 5.84938)
C (-0.11284, -1.09714, 6.45415)
N (0.58875, 0.60776, 1.04123)
N (-0.19256, 1.36847, 1.83401)
C (0.06410, 2.63277, 1.95428)
C (1.09241, 3.25271, 1.19042)
C (1.90661, 2.50000, 0.42464)
C (2.98193, 3.08273, -0.43361)
C (1.72976, 1.06582, 0.45586)
S (2.89756, 0.01393, -0.11682)
C (-0.74046, 3.44866, 2.96184)
C (-1.41527, 4.63960, 2.26530)
C (-1.79631, 2.58301, 3.64927)
C (0.22627, 3.99456, 4.02332)
C (-1.64544, -2.46090, 0.07536)
S (-0.55466, -3.81541, 0.01450)
C (-3.90565, 1.05534, -0.79347)
C (-4.08161, 1.09603, -2.31734)
C (-3.20211, 2.32020, -0.31727)
C (-5.28401, 1.02147, -0.11926)
H (-4.55870, -3.85021, -0.93717)
H (-2.95063, -4.39501, -1.48981)
H (-3.40134, -4.60954, 0.18810)
H (-4.74369, -1.54405, -0.94815)
H (1.55702, -3.32866, 5.36132)
H (3.49734, -4.28511, 4.55737)
H (3.23165, -4.95953, 2.92378)
H (4.23303, -3.54723, 3.10109)
H (-2.56462, -1.59361, 4.06024)
H (-2.67627, -0.83014, 5.66543)
H (-1.68711, -0.11337, 4.36546)
H (-1.73219, -3.80890, 5.03338)
H (-0.51675, -3.78957, 6.31846)
H (-2.10313, -3.05770, 6.59551)
H (0.28113, -0.14659, 6.08583)
H (-0.81733, -0.88656, 7.26459)
H (0.71964, -1.67030, 6.87107)
H (1.20999, 4.33071, 1.20696)
H (2.87677, 4.16868, -0.48671)
H (3.96862, 2.82937, -0.04199)
H (2.93421, 2.65466, -1.43745)
H (-2.13029, 4.30652, 1.51584)
H (-1.94503, 5.24797, 3.00453)
H (-0.68215, 5.28003, 1.76867)
H (-2.32814, 1.95603, 2.93343)
H (-1.33284, 1.91576, 4.37909)
H (-2.51156, 3.22283, 4.17462)
H (0.97425, 4.66121, 3.58735)
H (-0.32977, 4.55821, 4.77899)
H (0.75105, 3.17619, 4.52185)
H (-3.11002, 1.15924, -2.81203)
H (-4.55994, 0.18654, -2.68327)
H (-4.69187, 1.96015, -2.60838)
H (-2.16691, 2.36289, -0.64959)
H (-3.74387, 3.20296, -0.67990)
H (-3.18074, 2.34617, 0.77338)
H (-5.88374, 0.17686, -0.45880)
H (-5.17698, 0.94168, 0.96586)
H (-5.82987, 1.94441, -0.34767)
O (4.80619, -3.40627, -4.37831)
C (5.28874, -2.29782, -4.95784)
C (6.50522, -2.38959, -5.64278)
C (7.03689, -1.28210, -6.27590)
C (6.36816, -0.06099, -6.23866)
C (5.16896, 0.03153, -5.55042)
C (4.61178, -1.06582, -4.89783)
C (3.31421, -0.95718, -4.14281)
O (2.82984, -2.02410, -3.63583)
N (2.80770, 0.25170, -4.08756)
N (1.66942, 0.32296, -3.28804)
C (1.02615, 1.39579, -3.47927)
S (-0.32494, 1.85115, -2.46068)
C (-0.97349, 3.03014, -3.66065)
C (0.20821, 3.78379, -4.24635)
S (1.47730, 2.58000, -4.73298)
H (3.93093, -3.12226, -3.96920)
H (7.00793, -3.34954, -5.66102)
H (7.98067, -1.37026, -6.80354)
H (6.78048, 0.80797, -6.73738)
H (4.62926, 0.96801, -5.49082)
H (-1.66367, 3.69095, -3.13417)
H (-1.52089, 2.49640, -4.44016)
H (0.61887, 4.47000, -3.50404)
H (-0.07633, 4.35034, -5.13533)
N (-2.24359, -1.20135, -4.92957)
N (-1.48470, -1.24271, -3.70841)
H (-2.12702, -2.06308, -5.45357)
H (-1.84443, -0.46352, -5.49346)
H (-0.58859, -1.68983, -3.87273)
H (-1.97400, -1.83123, -3.04438)
S (-0.16602, -4.10201, -2.02580)

The spin multiplicity is 1. For the total energy, the calculation gives -4715.55419 hartree. As for the charge: -2. The calculation puts the HOMO-LUMO gap at 0.1465 hartree.

Results of the Löwdin charge analysis, in e, for atoms 1 through 5: 0.025, -0.101, -0.342, -0.061, -0.285